{"formula": "C14H15N3O4", "method": "wB97M-V/def2-TZVPD", "symbols": ["C", "C", "C", "C", "C", "C", "C", "N", "C", "C", "C", "O", "C", "N", "C", "N", "C", "H", "H", "H", "H", "H", "H", "H", "H", "H", "H", "H", "H", "H", "H", "H", "C", "O", "O", "O"], "xyz": [[4.960, -1.449, 1.668], [4.839, -0.615, 0.557], [3.721, 0.404, 0.293], [4.108, 1.790, 0.087], [3.045, 2.768, -0.208], [1.644, 2.317, -0.244], [1.250, 0.900, -0.037], [-0.103, 0.587, -0.090], [-0.321, -0.742, 0.139], [-1.802, -1.274, 0.166], [-2.851, -0.245, -0.371], [-4.126, -0.943, -0.377], [-3.066, 1.008, 0.608], [-2.358, 0.831, 1.914], [0.755, -1.722, 0.366], [2.096, -1.444, 0.417], [2.306, -0.090, 0.228], [5.850, -1.355, 2.353], [4.255, -2.283, 1.926], [5.649, -0.677, -0.221], [5.184, 2.055, 0.153], [3.336, 3.833, -0.363], [0.899, 3.128, -0.446], [-2.089, -1.599, 1.208], [-1.787, -2.199, -0.481], [-2.678, 0.057, -1.431], [-4.194, -1.364, 0.501], [-2.736, 1.913, 0.035], [-4.163, 1.115, 0.810], [-1.534, 1.438, 1.868], [-2.932, 1.241, 2.659], [0.455, -2.790, 0.511], [-4.383, -1.112, -3.576], [-3.907, -0.180, -4.277], [-3.702, -2.082, -3.091], [-5.620, -1.220, -3.253]], "atomic_forces_ev_per_a": [[0.07, -0.36, -0.21], [-0.44, 0.23, 0.47], [-0.66, -0.66, -1.00], [-2.34, -1.15, -0.36], [-0.77, -2.46, 0.63], [2.35, 0.12, 0.12], [0.77, 1.33, -0.09], [1.58, -2.34, 0.65], [-0.12, -0.14, 0.30], [1.29, 0.24, -0.65], [-1.23, -0.52, 0.99], [0.67, 0.03, 0.55], [0.32, -0.24, -0.91], [-0.29, 1.21, -0.07], [0.13, 0.67, -0.09], [-2.80, 1.47, -0.41], [1.46, 1.62, 0.00], [-0.01, -1.08, -1.66], [-0.29, 1.97, 0.51], [0.17, 1.52, 1.45], [-0.95, -0.12, -0.11], [-0.52, -0.98, 0.13], [0.41, -1.25, 0.20], [0.42, 0.47, -0.94], [-0.43, 1.02, 0.41], [-0.04, -0.29, 0.88], [-0.04, 0.21, -0.56], [-0.16, -0.54, 0.72], [0.92, -0.28, -0.39], [-0.08, -0.53, 0.11], [0.20, -0.22, -0.39], [0.30, 1.07, -0.17], [-1.06, -1.12, 0.85], [0.40, 0.56, -0.30], [1.80, -0.40, -0.15], [-1.03, 0.92, -0.50]], "lowdin_charge": [-0.06, -0.16, -0.17, -0.08, -0.11, -0.04, -0.20, 0.14, -0.21, -0.11, -0.32, -0.08, -0.21, -0.03, -0.07, 0.09, -0.18, 0.03, 0.04, 0.09, 0.08, 0.07, 0.09, 0.11, 0.13, 0.15, 0.08, 0.10, 0.11, 0.05, 0.05, 0.11, -1.06, -0.14, -0.13, -0.15], "homo_ha": 0.0665, "orbital_gap_ev": 1.87, "energy_ha": -1007.46275, "spin_multiplicity": 1, "charge": -2}

***

{"formula": "C12H17BiBrNO5", "method": "wB97M-V/def2-TZVPD", "symbols": ["Bi", "C", "O", "C", "C", "O", "C", "C", "O", "C", "H", "H", "H", "H", "H", "H", "H", "H", "H", "H", "H", "H", "H", "H", "Br", "C", "C", "C", "C", "C", "N", "C", "O", "O", "H", "H", "H"], "xyz": [[-0.603, 0.266, -0.432], [0.165, 2.088, -3.095], [0.078, 0.660, -2.984], [1.266, -0.121, -3.361], [0.927, -1.524, -3.131], [0.469, -1.643, -1.681], [0.333, -2.984, -1.202], [-0.399, -2.815, 0.099], [0.025, -1.552, 0.801], [1.272, -1.610, 1.524], [-0.825, 2.516, -3.002], [0.703, 2.565, -2.271], [0.578, 2.331, -4.070], [1.515, 0.078, -4.428], [2.237, 0.158, -2.833], [0.015, -1.854, -3.596], [1.708, -2.296, -3.217], [-0.355, -3.508, -1.883], [1.280, -3.538, -0.978], [-1.479, -2.651, -0.169], [-0.178, -3.562, 0.840], [1.056, -2.352, 2.296], [2.096, -1.951, 0.933], [1.445, -0.613, 1.969], [-3.237, -0.578, 1.462], [-2.203, 0.804, 2.365], [-2.440, 1.230, 3.637], [-1.592, 2.288, 4.088], [-0.549, 2.678, 3.284], [-0.407, 2.101, 2.037], [-1.274, 1.246, 1.549], [0.762, 2.405, 1.138], [1.431, 3.369, 1.205], [0.948, 1.448, 0.172], [-3.095, 0.791, 4.381], [-1.845, 2.670, 5.059], [0.177, 3.458, 3.494]], "atomic_forces_ev_per_a": [[-0.40, -0.86, -1.12], [0.26, 0.35, -0.11], [0.81, -0.69, 0.86], [1.27, 1.95, -0.51], [-1.15, -2.04, 2.14], [1.19, 0.28, -0.65], [0.30, 0.10, 0.31], [-0.83, 1.63, 0.37], [-0.68, 0.08, -1.13], [-0.71, -0.14, 1.23], [-0.50, -0.32, -0.39], [0.64, -0.35, -0.22], [0.09, 0.31, 0.05], [-0.46, -0.29, 0.49], [-1.46, 0.01, -0.05], [-0.07, 0.04, -1.04], [0.01, 0.76, -0.43], [0.61, -0.36, 0.14], [-0.41, 0.67, -0.96], [0.86, -0.30, 0.98], [-0.51, -0.70, 0.02], [0.46, 0.22, 0.27], [0.44, 0.07, -0.61], [0.01, -0.63, -0.31], [0.04, 0.45, 0.70], [-2.01, -1.81, -0.84], [1.29, 1.07, 0.91], [-1.18, -1.45, -0.49], [0.68, 0.92, -0.44], [0.71, 0.88, 0.33], [0.38, -0.26, 0.64], [-0.30, -0.37, -0.59], [0.47, 0.51, 0.34], [0.23, 0.03, 0.01], [-0.39, -0.08, -0.64], [0.46, 0.43, 0.28], [-0.16, -0.10, 0.46]], "lowdin_charge": [2.07, -0.08, -0.33, -0.16, -0.08, -0.34, -0.17, -0.11, -0.45, -0.01, 0.10, 0.09, 0.11, 0.16, 0.17, 0.14, 0.16, 0.16, 0.16, 0.13, 0.14, 0.12, 0.10, 0.11, 0.81, -0.65, -0.01, 0.05, 0.06, -0.19, -0.13, -0.51, 0.22, -0.27, 0.14, 0.14, 0.15], "homo_ha": -0.6126, "orbital_gap_ev": 8.95, "energy_ha": -3686.40363, "spin_multiplicity": 1, "e_above_lowest_kj_mol": 55.3, "charge": 2}

***

{"formula": "C4H8O2", "method": "wB97M-V/def2-TZVPD", "symbols": ["O", "C", "C", "C", "C", "O", "H", "H", "H", "H", "H", "H", "H", "H"], "xyz": [[0.192, -0.290, 2.051], [0.713, 0.769, 1.287], [0.220, 0.640, -0.143], [0.447, -0.665, -0.925], [-1.072, -0.626, -1.109], [-1.203, 0.392, -0.097], [-0.715, -0.380, 1.711], [0.377, 1.747, 1.671], [1.806, 0.740, 1.354], [0.440, 1.541, -0.731], [1.054, -0.624, -1.831], [0.779, -1.478, -0.274], [-1.644, -1.531, -0.878], [-1.395, -0.222, -2.077]], "atomic_forces_ev_per_a": [[-0.18, -0.07, 0.04], [0.16, 0.22, -0.17], [0.33, 0.17, 0.06], [0.09, -0.08, -0.01], [-0.19, -0.19, -0.22], [-0.26, 0.10, -0.11], [0.10, -0.10, 0.28], [0.05, -0.16, 0.01], [-0.15, -0.02, -0.12], [0.00, -0.07, 0.11], [-0.04, 0.06, 0.18], [-0.06, 0.12, -0.12], [0.07, 0.17, 0.02], [0.07, -0.15, 0.06]], "lowdin_charge": [-0.06, -0.22, -0.31, -0.08, -0.16, -0.11, 0.09, 0.12, 0.13, 0.15, 0.11, 0.11, 0.12, 0.12], "homo_ha": -0.3705, "orbital_gap_ev": 11.14, "energy_ha": -307.64215, "spin_multiplicity": 1, "e_above_lowest_kj_mol": 184.5, "charge": 0}

***

{"formula": "C17H30BN3O4S", "method": "wB97M-V/def2-TZVPD", "symbols": ["C", "C", "B", "O", "C", "O", "C", "O", "C", "C", "C", "C", "C", "C", "C", "C", "S", "C", "N", "N", "C", "O", "C", "C", "N", "C", "H", "H", "H", "H", "H", "H", "H", "H", "H", "H", "H", "H", "H", "H", "H", "H", "H", "H", "H", "H", "H", "H", "H", "H", "H", "H", "H", "H", "H", "H"], "xyz": [[-1.782, 1.085, -7.198], [-1.052, 0.384, -6.025], [0.138, 1.207, -5.374], [0.838, 2.086, -6.138], [0.607, 1.150, -3.845], [-0.104, 2.049, -2.971], [-0.723, 1.267, -2.037], [-1.839, 1.450, -1.608], [0.238, 0.139, -1.692], [1.445, 0.531, -0.832], [1.114, 1.402, 0.365], [0.217, 0.708, 1.400], [0.631, 1.140, 2.817], [-0.474, 0.969, 3.866], [-0.243, -0.286, 4.731], [-0.910, -0.214, 6.095], [0.118, 0.746, 7.248], [-0.184, -0.090, 8.728], [-1.049, -0.964, 8.991], [-0.841, -1.338, 10.320], [0.123, -0.641, 10.728], [0.618, 0.183, 9.794], [0.791, -0.211, -3.098], [0.205, -1.464, -3.711], [0.595, -2.647, -2.950], [0.073, -3.843, -3.626], [-1.888, 0.383, -8.017], [-2.795, 1.317, -6.902], [-1.271, 1.964, -7.571], [-1.747, 0.123, -5.236], [-0.626, -0.541, -6.412], [0.797, 1.853, -7.070], [1.616, 1.563, -3.899], [-0.320, -0.703, -1.302], [2.144, 1.071, -1.464], [1.945, -0.384, -0.533], [2.056, 1.622, 0.868], [0.706, 2.362, 0.070], [0.264, -0.370, 1.286], [-0.811, 1.031, 1.255], [0.911, 2.186, 2.753], [1.529, 0.584, 3.075], [-1.454, 0.962, 3.405], [-0.407, 1.816, 4.547], [0.828, -0.381, 4.868], [-0.602, -1.151, 4.180], [-1.849, 0.317, 6.018], [-1.059, -1.209, 6.492], [0.532, -0.698, 11.714], [1.865, -0.378, -3.112], [-0.873, -1.416, -3.837], [0.611, -1.554, -4.730], [1.604, -2.724, -3.029], [-0.991, -3.906, -3.418], [0.557, -4.742, -3.266], [0.180, -3.795, -4.714]], "atomic_forces_ev_per_a": [[-0.01, -0.86, 0.29], [0.40, 0.61, -0.15], [-1.00, -0.02, 0.06], [0.78, -0.40, 0.07], [1.63, 0.06, -0.33], [-1.35, -0.36, -0.19], [-0.49, -0.02, 0.90], [1.33, 0.19, -0.44], [0.41, -0.64, -1.04], [-0.69, 0.78, -0.02], [0.43, -0.84, 0.52], [0.07, 0.84, 0.18], [-0.67, -0.18, -0.70], [1.16, -0.26, 0.68], [-0.19, 0.59, -0.43], [-0.01, -0.06, -0.20], [0.42, 0.29, -0.15], [0.90, 0.82, -0.20], [-1.39, -1.30, 0.10], [-1.14, -0.85, -0.35], [0.42, 0.04, 0.65], [0.59, 0.69, -0.27], [-0.60, 0.35, -0.03], [0.31, 0.11, -0.45], [-0.02, -0.38, -0.48], [-0.38, 0.41, 0.19], [0.03, -0.01, -0.30], [-0.17, 0.47, 0.04], [-0.05, 0.30, 0.00], [-0.22, -0.24, 0.05], [0.04, -0.31, 0.18], [-0.32, 0.41, -0.19], [0.06, 0.23, 0.05], [-0.03, -0.07, 0.32], [0.14, 0.13, -0.16], [0.05, -0.23, 0.17], [0.21, 0.13, -0.01], [-0.21, 0.16, -0.16], [-0.05, -0.24, 0.00], [-0.23, -0.21, -0.20], [0.07, 0.26, 0.06], [0.18, 0.01, 0.29], [-0.25, 0.05, -0.02], [-0.25, 0.27, 0.04], [0.22, -0.29, 0.04], [-0.01, -0.30, 0.09], [-0.40, -0.16, 0.06], [-0.10, -0.03, 0.33], [0.36, 0.31, 0.13], [0.18, -0.11, 0.52], [-0.24, -0.10, 0.31], [-0.10, 0.06, -0.20], [0.10, 0.22, 0.28], [-0.16, -0.18, 0.03], [0.10, -0.13, 0.17], [0.14, -0.03, -0.14]], "lowdin_charge": [-0.09, -0.14, -0.40, 0.17, -0.14, 0.06, -0.42, 0.14, -0.16, -0.15, -0.19, -0.19, -0.21, -0.20, -0.27, -0.45, 1.01, -0.72, 0.05, 0.06, -0.22, 0.04, -0.21, -0.23, -0.10, -0.13, 0.07, 0.07, 0.06, 0.10, 0.10, 0.10, 0.14, 0.15, 0.12, 0.13, 0.11, 0.12, 0.12, 0.11, 0.11, 0.11, 0.11, 0.10, 0.09, 0.12, 0.08, 0.07, 0.13, 0.14, 0.13, 0.12, 0.10, 0.08, 0.07, 0.07], "homo_ha": -0.3299, "orbital_gap_ev": 9.28, "energy_ha": -1554.03603, "smiles": "CCB(O)[C@H]1OC(=O)[C@H](CCCCCCCSc2nnco2)[C@H]1CNC", "spin_multiplicity": 1, "charge": 0}